# C42H62AsCaN5O10S3Si4

C42H62AsCaN5O10S3Si4 as an isolated structure at a distorted geometry (the ωB97M-V functional and the def2-TZVPD basis, the OMol25 dataset).

Geometry as ORCA input:
```
! RIJCOSX wB97M-V def2-TZVPD def2/J DEFGRID3
* xyz 0 1
Ca 0.38 2.05 0.20
O -0.98 2.15 2.00
H -1.28 1.17 2.02
H -1.80 2.66 2.06
O 1.17 0.45 1.51
H 0.34 -0.06 1.71
H 1.50 0.75 2.37
O -0.63 0.07 -0.66
H -1.29 -0.15 -1.32
H -1.03 -0.27 0.23
O 1.83 0.93 -2.22
N 1.15 2.05 -1.89
O -1.42 -0.41 1.74
Si -2.83 -1.13 2.11
C -3.21 -2.53 0.90
C -2.92 -3.87 1.18
C -3.19 -4.87 0.26
C -3.76 -4.56 -0.97
C -4.06 -3.23 -1.26
C -3.79 -2.23 -0.34
C -4.29 0.05 1.92
C -4.25 1.14 1.04
C -5.36 1.97 0.87
C -6.52 1.74 1.59
C -6.58 0.66 2.47
C -5.47 -0.16 2.63
C -2.82 -1.77 3.86
C -1.99 -1.16 4.80
C -1.99 -1.56 6.13
C -2.83 -2.58 6.54
C -3.67 -3.20 5.63
C -3.66 -2.80 4.30
H -2.48 -4.13 2.14
H -2.97 -5.90 0.51
H -3.97 -5.34 -1.68
H -4.53 -2.98 -2.21
H -4.06 -1.20 -0.58
H -3.36 1.32 0.44
H -5.31 2.79 0.17
H -7.38 2.39 1.47
H -7.49 0.47 3.03
H -5.54 -1.00 3.33
H -1.33 -0.35 4.49
H -1.34 -1.07 6.85
H -2.83 -2.90 7.58
H -4.33 -4.00 5.95
H -4.33 -3.30 3.59
N -4.36 -1.54 -5.57
C -3.32 -0.68 -5.33
C -2.35 -1.00 -4.35
C -1.33 -0.12 -4.08
C -1.25 1.09 -4.77
C -2.20 1.43 -5.73
C -3.23 0.55 -6.00
S 0.09 2.14 -4.43
O -0.16 3.44 -4.98
O 1.31 1.48 -4.73
N -0.05 2.19 -2.69
C -1.08 2.98 -2.17
S -2.29 3.76 -3.14
C -2.99 4.45 -1.73
C -2.29 4.09 -0.65
N -1.22 3.24 -0.88
H -4.30 -2.48 -5.24
H -4.93 -1.39 -6.39
H -2.42 -1.94 -3.82
H -0.57 -0.36 -3.35
H -2.12 2.37 -6.25
H -3.98 0.80 -6.74
H -3.86 5.09 -1.80
H -2.49 4.41 0.36
C 4.02 -0.24 -4.23
Si 3.28 -1.57 -3.20
C 4.57 -2.90 -2.99
C 1.83 -2.40 -4.03
As 2.42 -0.62 -1.16
Si 4.34 0.41 -0.13
C 5.79 -0.70 -0.48
C 4.55 2.04 -1.00
C 4.20 0.62 1.71
Si 1.63 -2.56 0.11
C 3.08 -3.73 0.02
C 0.21 -3.22 -0.90
C 1.22 -2.40 1.90
H 4.39 -0.66 -5.18
H 4.87 0.24 -3.72
H 3.29 0.53 -4.46
H 4.73 -3.36 -3.97
H 4.28 -3.68 -2.29
H 5.53 -2.50 -2.65
H 2.04 -2.55 -5.09
H 0.93 -1.79 -3.96
H 1.62 -3.38 -3.58
H 6.10 -0.65 -1.52
H 5.58 -1.75 -0.23
H 6.64 -0.38 0.14
H 4.71 1.90 -2.07
H 5.40 2.57 -0.56
H 3.65 2.66 -0.88
H 3.82 -0.27 2.20
H 3.59 1.49 1.99
H 5.21 0.82 2.10
H 3.10 -4.28 -0.92
H 3.00 -4.45 0.84
H 4.04 -3.22 0.14
H 0.09 -2.67 -1.84
H -0.73 -3.15 -0.35
H 0.38 -4.27 -1.15
H 1.97 -1.81 2.45
H 1.24 -3.42 2.31
H 0.23 -1.97 2.08
N 1.43 4.07 0.67
C 2.33 4.01 1.80
C 3.68 4.30 1.64
C 4.54 4.16 2.72
C 4.06 3.75 3.96
C 2.70 3.46 4.11
C 1.84 3.59 3.03
S 5.13 3.79 5.40
O 5.04 5.18 5.80
O 4.51 2.85 6.32
O 6.42 3.39 4.88
H 1.89 4.45 -0.16
H 0.64 4.68 0.85
H 4.05 4.63 0.68
H 5.60 4.37 2.63
H 2.36 3.14 5.09
H 0.78 3.37 3.14
*
```

Summary:
Molecular weight: 1120.528 g/mol
Orbital gap (spin up / spin down): 6.047 / 6.048 eV
Highest occupied orbital energy (spin up / spin down): -7.3244 / -7.3244 eV

***

# C2H3NO3P

A 2-piece molecular cluster, C2H3NO3P overall at a distorted geometry (the ωB97M-V functional and the def2-TZVPD basis, the OMol25 dataset).

Geometry as ORCA input:
```
! RIJCOSX wB97M-V def2-TZVPD def2/J DEFGRID3
* xyz -1 1
C -2.88 0.09 0.23
C 0.84 0.33 0.14
N -2.27 -0.90 -0.07
O 1.94 0.34 1.08
O -3.76 0.78 0.56
O 0.62 -0.83 -0.30
P 0.27 1.91 -0.29
H -1.32 -1.00 -0.29
H 1.88 -0.61 1.45
H -0.26 1.26 -1.29
*
```

Summary:
Molecular weight: 120.024 g/mol
Orbital gap: 6.905 eV
Highest occupied orbital energy: -3.1375 eV

***

# C12H9ClN3O4PtS

C12H9ClN3O4PtS as an isolated structure at a distorted geometry (the ωB97M-V functional and the def2-TZVPD basis, the OMol25 dataset).

Geometry as ORCA input:
```
! RIJCOSX wB97M-V def2-TZVPD def2/J DEFGRID3
* xyz 1 1
Pt 0.06 0.11 0.18
O -2.54 1.37 -0.41
Cl -1.39 2.19 -0.60
O -1.67 3.43 -1.18
O -0.43 1.41 -1.44
O -0.69 2.33 0.67
N 0.82 -2.36 3.47
C 2.09 -2.07 4.04
C 2.40 -2.59 5.28
C 3.62 -2.30 5.87
C 4.53 -1.49 5.21
C 4.22 -0.97 3.96
C 3.01 -1.26 3.38
S 2.66 -0.66 1.74
N 1.01 -0.97 1.62
C 0.31 -1.75 2.40
C -1.11 -1.93 2.03
C -2.06 -2.55 2.82
C -3.37 -2.61 2.36
C -3.68 -2.09 1.12
C -2.67 -1.49 0.38
N -1.43 -1.41 0.84
H 0.24 -2.99 3.99
H 1.68 -3.22 5.79
H 3.86 -2.70 6.84
H 5.49 -1.26 5.66
H 4.94 -0.35 3.43
H -1.81 -2.97 3.79
H -4.13 -3.06 2.98
H -4.68 -2.12 0.74
H -2.86 -1.06 -0.60
*
```

Summary:
Molecular weight: 521.819 g/mol
Orbital gap (spin up / spin down): 6.005 / 6.052 eV
Highest occupied orbital energy (spin up / spin down): -11.6443 / -11.6369 eV

***

# C11H11N2

An isolated ion of composition C11H11N2 and charge +1 at a distorted geometry (the ωB97M-V functional and the def2-TZVPD basis, the OMol25 dataset).

Geometry as ORCA input:
```
! RIJCOSX wB97M-V def2-TZVPD def2/J DEFGRID3
* xyz 1 1
C 1.57 -2.23 0.08
C 3.31 1.53 0.08
C 4.21 0.39 -0.14
C 1.99 1.37 0.17
C 3.61 -0.83 -0.11
C 1.41 0.09 -0.03
C -2.46 -0.11 -0.07
C -1.15 0.41 -0.17
C -3.54 0.70 -0.17
C 0.07 -0.25 0.05
C -4.91 0.09 0.11
N 2.24 -0.99 -0.09
N 0.32 -2.30 0.11
H 2.09 -3.19 0.45
H 3.66 2.62 0.17
H 5.28 0.41 -0.31
H 1.35 2.19 0.19
H 4.03 -1.77 -0.19
H -2.58 -1.21 -0.13
H -1.01 1.37 -0.44
H -3.72 1.74 -0.16
H -5.12 0.47 1.19
H -5.58 0.54 -0.61
H -5.04 -1.04 0.02
*
```

Summary:
Molecular weight: 171.223 g/mol
Orbital gap: 7.053 eV
Highest occupied orbital energy: -12.3645 eV

***

# C2H15NO5

A 6-piece molecular cluster, C2H15NO5 overall at a distorted geometry (the ωB97M-V functional and the def2-TZVPD basis, the OMol25 dataset).

Geometry as ORCA input:
```
! RIJCOSX wB97M-V def2-TZVPD def2/J DEFGRID3
* xyz 0 1
C -3.60 -0.63 2.30
C -3.46 0.66 1.97
N -2.27 1.36 2.03
H -2.83 -1.24 2.75
H -4.56 -1.12 2.31
H -4.28 1.23 1.55
H -1.46 1.07 2.54
H -2.29 2.25 1.57
H 3.00 -3.39 0.03
H 3.66 -4.60 -0.64
O 2.83 -4.15 -0.50
H -1.50 -3.26 -0.66
H -2.60 -2.44 0.02
O -1.85 -2.37 -0.58
H 2.34 1.97 -1.99
H 2.28 0.68 -1.16
O 2.62 1.58 -1.16
H 4.24 4.49 -4.00
H 4.61 4.62 -2.51
O 4.97 4.45 -3.38
H -0.48 -0.62 -0.71
H 0.36 -0.40 0.57
O 0.27 -0.13 -0.35
*
```

Summary:
Structure (SMILES): C=CN.O.O.O.O.O
Molecular weight: 133.144 g/mol
Orbital gap: 8.833 eV
Highest occupied orbital energy: -8.2907 eV

***

# H3N3O2S

A 2-piece molecular cluster, H3N3O2S overall at a distorted geometry (the ωB97M-V functional and the def2-TZVPD basis, the OMol25 dataset).

Geometry as ORCA input:
```
! RIJCOSX wB97M-V def2-TZVPD def2/J DEFGRID3
* xyz 0 1
N 0.78 -1.40 -0.97
N 1.76 -1.21 -0.41
N 1.66 0.27 0.35
O 0.66 0.81 0.07
O 2.59 0.60 1.00
S -2.42 -0.03 0.40
H -0.11 -0.89 -0.99
H -1.64 0.97 0.85
H -3.28 0.88 -0.30
*
```

Summary:
Structure (SMILES): [H]/N=N\[N+](=O)[O-].S
Molecular weight: 109.110 g/mol
Orbital gap: 9.377 eV
Highest occupied orbital energy: -9.6599 eV

***

# C23H36BrF6IrN4O4S3Si

C23H36BrF6IrN4O4S3Si as an isolated structure at a distorted geometry (the ωB97M-V functional and the def2-TZVPD basis, the OMol25 dataset).

Geometry as ORCA input:
```
! RIJCOSX wB97M-V def2-TZVPD def2/J DEFGRID3
* xyz 2 5
Ir 0.71 2.12 0.53
C 2.61 2.14 5.65
N 3.46 2.13 4.50
C 4.82 2.12 4.51
C 5.24 2.12 3.22
N 4.13 2.13 2.40
C 3.02 2.14 3.22
S 1.35 2.26 2.92
C 4.21 2.14 0.99
C 5.47 2.16 0.39
C 5.58 2.18 -0.99
C 4.42 2.19 -1.75
C 3.21 2.18 -1.08
N 3.10 2.14 0.25
H 3.22 2.14 6.56
H 1.97 1.26 5.65
H 1.97 3.03 5.65
H 5.39 2.12 5.41
H 6.25 2.12 2.88
H 6.37 2.16 0.97
H 6.56 2.18 -1.45
H 4.45 2.22 -2.82
H 2.29 2.21 -1.65
C -3.32 -0.16 -1.45
C -2.72 -1.35 -2.19
C -3.77 -2.43 -2.46
C -2.12 -0.85 -3.50
Si -1.33 -2.21 -1.01
Br 0.52 -0.20 -0.02
C -1.94 -2.90 0.74
C -2.36 -4.37 0.55
C -3.14 -2.12 1.29
C -0.83 -2.83 1.79
C 0.11 -3.17 -2.03
C 1.07 -3.80 -1.02
C -0.54 -4.27 -2.88
C 0.92 -2.23 -2.92
H -4.07 0.30 -2.09
H -2.59 0.60 -1.22
H -3.84 -0.43 -0.54
H -4.52 -2.03 -3.14
H -4.29 -2.73 -1.55
H -3.35 -3.31 -2.93
H -2.91 -0.36 -4.07
H -1.74 -1.65 -4.12
H -1.35 -0.10 -3.32
H -3.14 -4.49 -0.19
H -2.74 -4.74 1.50
H -1.51 -4.99 0.27
H -4.03 -2.26 0.69
H -2.92 -1.06 1.40
H -3.37 -2.51 2.29
H 0.09 -3.31 1.47
H -1.18 -3.35 2.69
H -0.61 -1.81 2.06
H 0.60 -4.58 -0.44
H 1.49 -3.04 -0.36
H 1.89 -4.26 -1.57
H -1.18 -4.92 -2.28
H 0.24 -4.88 -3.31
H -1.12 -3.86 -3.70
H 1.48 -1.53 -2.32
H 0.30 -1.68 -3.62
H 1.62 -2.82 -3.51
F -1.92 6.06 -1.30
C -1.67 4.89 -1.81
F -0.95 5.06 -2.92
F -2.78 4.25 -2.15
S -0.65 3.74 -0.75
O -0.02 4.36 0.38
O 0.32 3.15 -1.65
N -1.53 2.49 -0.28
S -2.82 3.00 0.53
O -3.97 2.24 0.24
O -2.78 4.41 0.46
C -2.33 2.48 2.28
F -1.74 1.26 2.18
F -1.41 3.30 2.78
F -3.34 2.38 3.11
*
```

Summary:
Molecular weight: 942.961 g/mol
Orbital gap (spin up / spin down): 8.439 / 5.278 eV
<S²>: 6.02
Highest occupied orbital energy (spin up / spin down): -14.3746 / -14.3750 eV

***

# C31H23FOPS3SbSe4Tc

C31H23FOPS3SbSe4Tc as an isolated structure at a distorted geometry (the ωB97M-V functional and the def2-TZVPD basis, the OMol25 dataset).

Geometry as ORCA input:
```
! RIJCOSX wB97M-V def2-TZVPD def2/J DEFGRID3
* xyz 1 1
Tc 0.68 0.37 -0.17
C -2.41 4.75 3.60
C -3.19 3.63 3.86
C -2.84 2.40 3.33
C -1.71 2.29 2.54
C -0.93 3.41 2.26
C -1.28 4.64 2.80
P -1.32 0.70 1.76
C -1.99 -0.51 2.93
C -1.29 -0.67 4.13
C -1.70 -1.60 5.06
C -2.82 -2.39 4.80
C -3.55 -2.20 3.63
C -3.14 -1.27 2.69
C -2.25 0.67 0.22
C -3.58 0.98 -0.02
C -4.03 1.00 -1.34
C -3.15 0.73 -2.38
C -1.81 0.44 -2.14
C -1.36 0.42 -0.83
H -2.68 5.71 4.03
H -4.08 3.72 4.48
H -3.44 1.53 3.55
H -0.05 3.33 1.64
H -0.68 5.51 2.60
H -0.42 -0.05 4.32
H -1.14 -1.73 5.98
H -3.14 -3.13 5.52
H -4.44 -2.79 3.45
H -3.70 -1.13 1.78
H -4.24 1.21 0.80
H -5.06 1.25 -1.55
H -3.51 0.75 -3.40
H -1.14 0.25 -2.97
Se 1.54 -6.11 0.80
Sb 0.10 -4.73 2.05
Se 1.56 -2.34 2.37
Se 0.68 -1.93 0.34
Se -1.24 -3.10 0.19
F 1.31 1.54 1.02
O 1.20 -0.13 -1.76
C 2.31 -0.49 -2.59
C 2.77 0.78 -3.29
C 2.44 2.06 -2.96
C 3.13 3.02 -3.74
C 3.97 2.45 -4.64
S 3.92 0.74 -4.56
C 3.39 -1.00 -1.63
C 4.03 -0.24 -0.69
C 4.78 -1.03 0.23
C 4.66 -2.36 -0.02
S 3.66 -2.69 -1.36
C 1.87 -1.59 -3.54
C 2.66 -2.33 -4.36
C 1.95 -3.36 -5.03
C 0.64 -3.39 -4.68
S 0.25 -2.17 -3.54
H 1.71 2.33 -2.20
H 3.00 4.09 -3.63
H 4.61 2.93 -5.35
H 4.02 0.84 -0.68
H 5.37 -0.61 1.02
H 5.11 -3.18 0.51
H 3.72 -2.15 -4.50
H 2.40 -4.05 -5.72
H -0.13 -4.06 -5.02
*
```

Summary:
Molecular weight: 1093.297 g/mol
Orbital gap (spin up / spin down): 4.633 / 4.632 eV
Highest occupied orbital energy (spin up / spin down): -10.3076 / -10.3076 eV

***

# CHBrN4O

CHBrN4O as an isolated structure at a distorted geometry (the ωB97M-V functional and the def2-TZVPD basis, the OMol25 dataset).

Geometry as ORCA input:
```
! RIJCOSX wB97M-V def2-TZVPD def2/J DEFGRID3
* xyz 0 1
C 0.23 0.18 -0.13
N 0.42 -0.54 1.00
N -0.65 -0.58 -1.02
N -0.28 -1.58 0.82
N -0.95 -1.58 -0.37
O 1.10 1.13 -0.56
Br -1.55 1.58 0.01
H 1.68 1.40 0.25
*
```

Summary:
Molecular weight: 164.950 g/mol
Orbital gap: 7.710 eV
Highest occupied orbital energy: -10.8074 eV

***

# C6H5NO

One molecule with the formula C6H5NO at a distorted geometry (the ωB97M-V functional and the def2-TZVPD basis, the OMol25 dataset).

Geometry as ORCA input:
```
! RIJCOSX wB97M-V def2-TZVPD def2/J DEFGRID3
* xyz 0 1
C -1.46 -0.86 0.27
C -0.40 -0.63 1.28
C 0.68 0.21 1.20
C 1.48 0.58 0.01
C 0.99 0.61 -1.21
C -1.23 -0.18 -1.13
H -0.61 -0.98 2.33
H 1.22 0.35 2.24
H 2.52 0.91 0.06
H 1.58 0.96 -2.02
H -2.03 0.01 -1.91
N -0.26 0.39 -1.55
O -2.49 -1.37 0.46
*
```

Summary:
Structure (SMILES): O=c1ccccnc1
Molecular weight: 107.112 g/mol
Orbital gap: 8.480 eV
Highest occupied orbital energy: -8.8005 eV

***

# C22H29AsBrN5Os

C22H29AsBrN5Os as an isolated structure at a distorted geometry (the ωB97M-V functional and the def2-TZVPD basis, the OMol25 dataset).

Geometry as ORCA input:
```
! RIJCOSX wB97M-V def2-TZVPD def2/J DEFGRID3
* xyz 4 1
Os 0.36 0.86 0.52
Br 7.40 0.25 -0.08
C 5.71 0.83 0.07
C 4.65 -0.11 0.25
C 3.38 0.34 0.39
C 3.08 1.74 0.31
C 4.15 2.67 0.10
C 5.43 2.23 -0.01
N 1.79 2.14 0.43
C 1.19 3.11 -0.52
C -1.17 3.43 0.49
C -2.33 4.18 0.53
C -3.54 3.58 0.83
C -3.57 2.22 1.09
C -2.39 1.52 1.06
N -1.21 2.11 0.77
H 4.87 -1.17 0.25
H 2.57 -0.40 0.49
H 3.95 3.74 0.06
H 6.25 2.93 -0.15
H 1.95 3.69 -1.06
H -2.30 5.25 0.33
H -4.45 4.17 0.86
H -4.50 1.70 1.32
H -2.35 0.46 1.29
C -1.75 0.64 4.42
C -0.94 -0.51 3.82
As 0.65 0.04 2.84
C 1.81 -1.51 3.00
C 1.22 -2.77 2.37
C 1.43 1.47 3.90
C 1.85 1.00 5.29
H -2.60 0.23 4.97
H -2.14 1.33 3.67
H -1.16 1.22 5.14
H -1.54 -1.14 3.16
H -0.54 -1.15 4.60
H 1.93 -1.62 4.08
H 2.79 -1.26 2.59
H 0.25 -3.03 2.80
H 1.87 -3.62 2.56
H 1.11 -2.69 1.29
H 0.66 2.24 3.96
H 2.27 1.88 3.34
H 1.04 0.51 5.83
H 2.15 1.86 5.89
H 2.71 0.32 5.26
N 0.28 6.42 -0.49
C 0.05 5.20 -0.84
C 0.19 4.06 0.16
N 0.47 2.17 -1.39
C -0.21 2.55 -2.39
C -0.45 3.97 -2.83
N -0.29 5.05 -2.16
H 0.54 6.69 0.45
H 0.18 7.16 -1.19
H 0.64 4.43 1.09
H -0.70 1.78 -2.98
H -0.87 4.09 -3.82
*
```

Summary:
Molecular weight: 708.565 g/mol
Orbital gap (spin up / spin down): 5.113 / 5.112 eV
Highest occupied orbital energy (spin up / spin down): -20.3523 / -20.3498 eV

***

Short version: relative energy (zero: lowest compared OMol25 entry of this formula, charge and spin) = 0.573 2.764 1.517 5.000 1.305 2.207 2.781 2.746 1.196 1.705 0.595 eV, in the order given.